An isolated molecule of C2HN3O3 at a distorted geometry. Source: the OMol25 dataset; level of theory: ωB97M-V/def2-TZVPD.

energy: -466.49887 Eh
energy above the lowest of the compared OMol25 structures with the same formula, charge and spin: 968.7 kJ/mol
total charge: 0

Each line ends with the Löwdin charge.
CARTESIAN COORDINATES (ANGSTROEM)
1 C -0.189 0.374 0.093  -0.189
2 C 2.147 0.564 0.076  0.039
3 N -0.228 1.616 -0.048  -0.079
4 N 0.461 2.516 -0.233  0.264
5 N 3.406 -0.042 -0.004  -0.466
6 O 4.088 -0.032 0.974  0.119
7 O 3.747 -0.309 -1.126  0.112
8 O 1.096 -0.158 -0.008  0.052
9 H -0.978 -0.383 -0.143  0.148